(1)
Computed, not measured: C4H13N3OS in the gas phase in a non-equilibrium geometry, with ωB97M-V with the def2-TZVPD basis set.

Values from the calculation:
HOMO-LUMO gap = 9.07 eV
HOMO = -8.4 eV
ΔE to the lowest compared entry with this formula, charge and spin = 57.7 kcal per mole
DFT total energy = -21706.833 eV
spin multiplicity = 1

Positions of all 22 atoms, in Å:
C 1.458 -0.398 -2.752
O 1.524 0.118 -1.390
C 0.849 1.399 -1.204
C -0.700 1.341 -0.650
N -0.609 0.951 0.731
S -0.928 -0.460 1.283
C 0.738 -1.306 1.725
N -1.896 -1.332 0.456
N -1.367 -0.213 2.988
H 2.177 -1.221 -2.989
H 1.756 0.363 -3.410
H 0.466 -0.731 -3.148
H 1.354 1.917 -0.356
H 0.876 2.177 -1.936
H -1.354 0.700 -1.254
H -1.274 2.378 -0.667
H 0.405 -2.318 1.991
H 1.332 -1.107 0.933
H 1.161 -0.912 2.613
H -2.517 -2.016 0.821
H -1.102 0.792 3.221
H -2.349 -0.122 2.993

---

(2)
Computed, not measured: a 3-piece molecular cluster, C5H10N2O overall in a non-equilibrium geometry, with ωB97M-V with the def2-TZVPD basis set.

Values from the calculation:
HOMO-LUMO gap = 8.88 eV
HOMO = -8.3 eV
ΔE to the lowest compared entry with this formula, charge and spin = 87.7 kcal per mole
DFT total energy = -10371.503 eV
spin multiplicity = 1

Positions of all 18 atoms, in Å:
C -1.234 1.447 -0.026
C -0.262 -2.326 -0.542
C -1.262 -0.030 -0.245
C -0.190 -0.845 -0.274
N 2.631 1.448 0.285
C 1.752 0.556 0.246
O -2.517 -0.458 -0.587
N 1.097 -0.357 -0.191
H -2.503 -1.395 -0.812
H 3.109 1.811 -0.528
H 2.264 1.607 1.941
H 1.639 1.234 2.441
H -0.399 1.808 0.569
H -1.208 1.963 -0.987
H -2.111 1.749 0.545
H 0.499 -2.867 0.020
H -1.201 -2.803 -0.255
H -0.101 -2.541 -1.600

---

(3)
Computed, not measured: a 2-piece molecular cluster, C4H5BrO2 overall in a non-equilibrium geometry, with ωB97M-V with the def2-TZVPD basis set.

Values from the calculation:
HOMO-LUMO gap = 10.89 eV
HOMO = -10.3 eV
ΔE to the lowest compared entry with this formula, charge and spin = 35.6 kcal per mole
DFT total energy = -78364.200 eV
spin multiplicity = 1

Positions of all 12 atoms, in Å:
O 0.557 -2.277 -1.017
C -0.507 -2.353 -0.554
O -1.297 -1.445 -0.186
Br -1.351 -3.983 -0.182
H -0.937 -0.436 -0.179
C -1.126 1.458 0.626
C 0.063 1.359 0.443
C 1.431 1.544 0.008
H -2.151 1.294 1.092
H 1.723 2.367 0.696
H 1.621 1.898 -0.967
H 1.973 0.572 0.221

---

(4)
Computed, not measured: C8H24N2O10S4V as an isolated structure in a non-equilibrium geometry, with ωB97M-V with the def2-TZVPD basis set.

Values from the calculation:
HOMO-LUMO gap (spin up / spin down) = 6.03 / 8.14 eV
HOMO (spin up / spin down) = -6.1 / -8.2 eV
DFT total energy = -101160.533 eV
<S²> = 3.75
spin multiplicity = 4

Positions of all 49 atoms, in Å:
V 0.147 0.594 -0.594
N 2.838 0.366 -1.591
O 2.011 -0.550 -1.787
O 2.426 1.217 -0.739
O 3.926 0.466 -2.130
N -1.075 2.565 -2.365
O -1.267 2.436 -1.125
O -1.597 3.448 -3.036
O -0.169 1.806 -2.800
C 2.938 1.978 2.415
S 1.189 2.449 2.355
O 0.667 1.934 1.056
C 0.614 1.305 3.635
H 3.079 0.912 2.239
H 3.443 2.141 3.370
H 3.459 2.515 1.625
H -0.436 1.512 3.831
H 1.235 1.323 4.530
H 0.657 0.283 3.251
C -3.877 1.490 0.588
S -3.001 -0.041 1.018
O -1.598 0.319 0.618
C -3.105 0.233 2.819
H -4.833 1.527 1.114
H -3.926 1.680 -0.483
H -3.314 2.369 0.918
H -4.142 -0.008 3.053
H -2.939 1.296 2.978
H -2.369 -0.413 3.286
C -0.228 -2.091 -3.798
S -1.603 -1.618 -2.763
O -1.060 -0.538 -1.866
C -2.494 -0.703 -4.028
H -0.498 -3.017 -4.307
H 0.630 -2.256 -3.146
H 0.059 -1.299 -4.487
H -2.640 -1.371 -4.876
H -1.869 0.154 -4.297
H -3.415 -0.222 -3.701
C 2.593 -2.036 2.182
S 1.132 -2.376 1.122
O 0.659 -1.038 0.630
C 2.097 -3.093 -0.237
H 3.169 -1.314 1.605
H 3.213 -2.919 2.341
H 2.252 -1.719 3.164
H 2.587 -4.029 0.043
H 2.935 -2.441 -0.496
H 1.498 -3.228 -1.133